A 20-piece molecular cluster, C46H128N4O20 overall at a distorted geometry. Source: the Open Molecules 2025 dataset; level of theory: the ωB97M-V functional and the def2-TZVPD basis.

Results
orbital gap	8.5	eV
relative energy (zero: lowest compared OMol25 entry of this formula, charge and spin)	0.0	kcal/mol
DFT total energy	-96677.374	eV
strongest force on any atom	0.06889	hartree/bohr

Bonds (Å) are listed after each position.
Element x y z (Å)
1 C 0.10 -16.57 15.82  O2 1.412, H3 1.090, H4 1.090, H5 1.090
2 O 0.34 -15.30 15.25  C1 1.412, H6 0.960
3 H 0.54 -16.35 16.79  C1 1.090
4 H -0.96 -16.82 15.91  C1 1.090
5 H 0.62 -17.38 15.31  C1 1.090
6 H -0.18 -15.18 14.45  O2 0.960
7 C 7.55 -23.43 14.34  O8 1.383, H9 1.090, H10 1.090, H11 1.090
8 O 7.03 -24.40 15.18  C7 1.383, H12 0.960
9 H 6.87 -23.08 13.57  C7 1.090
10 H 7.69 -22.51 14.91  C7 1.090
11 H 8.51 -23.74 13.92  C7 1.090
12 H 6.25 -23.96 15.52  O8 0.960
13 C 5.01 -13.79 16.33  O14 1.394, H15 1.090, H16 1.090, H17 1.090
14 O 6.27 -14.22 16.72  C13 1.394, H18 0.960
15 H 4.34 -14.65 16.28  C13 1.090
16 H 4.55 -13.01 16.95  C13 1.090
17 H 5.11 -13.35 15.34  C13 1.090
18 H 6.98 -13.70 16.32  O14 0.960
19 C 8.03 -16.01 11.90  O20 1.443, H21 1.090, H22 1.090, H23 1.090
20 O 7.38 -16.43 10.68  C19 1.443, H24 0.960
21 H 8.84 -15.34 11.64  C19 1.090
22 H 7.29 -15.54 12.56  C19 1.090
23 H 8.47 -16.84 12.45  C19 1.090
24 H 6.71 -17.10 10.83  O20 0.960
25 C 9.36 -16.63 20.50  O26 1.436, H27 1.090, H28 1.090, H29 1.090
26 O 7.97 -16.42 20.78  C25 1.436, H30 0.960
27 H 9.55 -17.70 20.56  C25 1.090
28 H 9.68 -16.23 19.54  C25 1.090
29 H 9.96 -16.23 21.32  C25 1.090
30 H 7.67 -15.63 20.33  O26 0.960
31 C 3.92 -21.88 15.21  O32 1.436, H33 1.090, H34 1.090, H35 1.090
32 O 4.24 -23.10 15.89  C31 1.436, H36 0.960
33 H 2.97 -22.08 14.72  C31 1.090
34 H 3.65 -21.01 15.81  C31 1.090
35 H 4.64 -21.63 14.42  C31 1.090
36 H 3.56 -23.24 16.55  O32 0.960
37 C 1.66 -14.73 18.57  O38 1.453, H39 1.090, H40 1.090, H41 1.090
38 O 1.73 -13.95 17.34  C37 1.453, H42 0.960
39 H 0.68 -15.21 18.60  C37 1.090
40 H 2.50 -15.41 18.63  C37 1.090
41 H 1.76 -14.11 19.47  C37 1.090
42 H 1.19 -14.39 16.68  O38 0.960
43 C 3.41 -22.85 20.26  O44 1.426, H45 1.090, H46 1.090, H47 1.090
44 O 2.98 -24.15 19.87  C43 1.426, H48 0.960
45 H 2.58 -22.23 19.91  C43 1.090
46 H 3.40 -22.73 21.34  C43 1.090
47 H 4.34 -22.46 19.85  C43 1.090
48 H 2.74 -24.21 18.94  O44 0.960
49 C 10.27 -21.19 12.78  O50 1.355, H51 1.090, H52 1.090, H53 1.090
50 O 9.59 -21.00 13.93  C49 1.355, H54 0.960
51 H 11.34 -21.12 12.93  C49 1.090
52 H 10.04 -22.14 12.29  C49 1.090
53 H 9.94 -20.38 12.14  C49 1.090
54 H 10.14 -20.60 14.60  O50 0.960
55 C 10.94 -16.65 14.32  O56 1.407, H57 1.090, H58 1.090, H59 1.090
56 O 11.78 -17.77 14.26  C55 1.407, H60 0.960
57 H 11.34 -15.67 14.06  C55 1.090
58 H 10.19 -16.79 13.53  C55 1.090
59 H 10.43 -16.67 15.28  C55 1.090
60 H 12.28 -17.65 13.45  O56 0.960
61 C 4.67 -19.14 23.07  C62 1.528, H72 1.090, H73 1.090, H74 1.090
62 C 5.79 -18.46 23.87  C61 1.528, C63 1.661, N67 1.446, C71 1.612
63 C 5.53 -18.86 25.46  C62 1.661, C64 1.558, H75 1.090, H76 1.090
64 C 6.80 -18.61 26.33  C63 1.558, C65 1.555, H77 1.090, H78 1.090
65 C 8.11 -19.18 25.70  C64 1.555, C66 1.536, H79 1.090, H80 1.090
66 C 8.33 -18.69 24.26  C65 1.536, N67 1.472, C69 1.585, C70 1.557
67 N 7.11 -18.89 23.46  C62 1.446, C66 1.472, O68 1.414
68 O 7.32 -18.80 22.06  N67 1.414, H90 0.960
69 C 8.90 -17.22 24.34  C66 1.585, H81 1.090, H82 1.090, H83 1.090
70 C 9.46 -19.61 23.72  C66 1.557, H84 1.090, H85 1.090, H86 1.090
71 C 5.58 -16.86 23.84  C62 1.612, H87 1.090, H88 1.090, H89 1.090
72 H 4.84 -20.20 22.89  C61 1.090
73 H 4.57 -18.72 22.07  C61 1.090
74 H 3.66 -19.04 23.45  C61 1.090
75 H 4.70 -18.32 25.91  C63 1.090
76 H 5.20 -19.89 25.52  C63 1.090
77 H 6.60 -19.02 27.32  C64 1.090
78 H 6.94 -17.57 26.63  C64 1.090
79 H 8.08 -20.25 25.87  C65 1.090
80 H 8.96 -18.84 26.29  C65 1.090
81 H 8.79 -16.66 23.41  C69 1.090
82 H 8.47 -16.52 25.05  C69 1.090
83 H 9.97 -17.10 24.52  C69 1.090
84 H 9.82 -19.19 22.78  C70 1.090
85 H 10.38 -19.63 24.31  C70 1.090
86 H 9.14 -20.65 23.58  C70 1.090
87 H 5.51 -16.43 22.84  C71 1.090
88 H 6.30 -16.30 24.44  C71 1.090
89 H 4.58 -16.71 24.25  C71 1.090
90 H 7.52 -17.87 21.91  O68 0.960
91 C 7.67 -17.96 17.22  C92 1.516, H102 1.090, H103 1.090, H104 1.090
92 C 6.57 -18.84 16.67  C91 1.516, C93 1.554, N97 1.450, C101 1.604
93 C 6.68 -20.28 17.23  C92 1.554, C94 1.553, H105 1.090, H106 1.090
94 C 6.14 -20.42 18.68  C93 1.553, C95 1.597, H107 1.090, H108 1.090
95 C 4.62 -19.91 18.73  C94 1.597, C96 1.577, H109 1.090, H110 1.090
96 C 4.54 -18.45 18.13  C95 1.577, N97 1.476, C99 1.564, C100 1.537
97 N 5.24 -18.28 16.84  C92 1.450, C96 1.476, O98 1.406
98 O 5.19 -16.98 16.32  N97 1.406, H120 0.960
99 C 3.01 -18.32 17.84  C96 1.564, H111 1.090, H112 1.090, H113 1.090
100 C 4.90 -17.51 19.30  C96 1.537, H114 1.090, H115 1.090, H116 1.090
101 C 6.83 -19.02 15.10  C92 1.604, H117 1.090, H118 1.090, H119 1.090
102 H 7.64 -17.00 16.72  C91 1.090
103 H 8.72 -18.20 17.07  C91 1.090
104 H 7.53 -17.71 18.28  C91 1.090
105 H 6.21 -21.05 16.61  C93 1.090
106 H 7.75 -20.48 17.32  C93 1.090
107 H 6.88 -19.82 19.21  C94 1.090
108 H 6.36 -21.44 18.99  C94 1.090
109 H 4.36 -19.89 19.79  C95 1.090
110 H 3.94 -20.60 18.24  C95 1.090
111 H 2.78 -17.41 17.30  C99 1.090
112 H 2.63 -19.21 17.34  C99 1.090
113 H 2.50 -18.30 18.80  C99 1.090
114 H 5.11 -16.53 18.88  C100 1.090
115 H 4.04 -17.33 19.95  C100 1.090
116 H 5.66 -17.96 19.93  C100 1.090
117 H 6.06 -19.66 14.66  C101 1.090
118 H 7.80 -19.50 14.93  C101 1.090
119 H 6.83 -18.08 14.56  C101 1.090
120 H 5.81 -16.50 16.87  O98 0.960
121 C 8.32 -12.16 18.72  C122 1.531, H132 1.090, H133 1.090, H134 1.090
122 C 7.90 -12.08 20.18  C121 1.531, C123 1.616, N127 1.478, C131 1.532
123 C 7.61 -10.51 20.44  C122 1.616, C124 1.581, H135 1.090, H136 1.090
124 C 6.82 -10.32 21.80  C123 1.581, C125 1.550, H137 1.090, H138 1.090
125 C 5.51 -11.15 21.84  C124 1.550, C126 1.558, H139 1.090, H140 1.090
126 C 5.83 -12.66 21.61  C125 1.558, N127 1.480, C129 1.531, C130 1.530
127 N 6.67 -12.88 20.41  C122 1.478, C126 1.480, O128 1.391
128 O 6.67 -14.16 19.86  N127 1.391, H150 0.960
129 C 6.43 -13.42 22.80  C126 1.531, H141 1.090, H142 1.090, H143 1.090
130 C 4.45 -13.29 21.46  C126 1.530, H144 1.090, H145 1.090, H146 1.090
131 C 9.07 -12.69 20.96  C122 1.532, H147 1.090, H148 1.090, H149 1.090
132 H 9.28 -11.65 18.63  C121 1.090
133 H 7.55 -11.81 18.03  C121 1.090
134 H 8.54 -13.18 18.41  C121 1.090
135 H 8.61 -10.07 20.49  C123 1.090
136 H 7.12 -9.97 19.64  C123 1.090
137 H 6.52 -9.28 21.94  C124 1.090
138 H 7.52 -10.62 22.58  C124 1.090
139 H 4.69 -10.72 21.27  C125 1.090
140 H 5.28 -11.14 22.90  C125 1.090
141 H 7.18 -12.79 23.27  C129 1.090
142 H 5.73 -13.65 23.60  C129 1.090
143 H 6.88 -14.36 22.47  C129 1.090
144 H 3.90 -13.20 22.40  C130 1.090
145 H 3.86 -12.95 20.61  C130 1.090
146 H 4.47 -14.37 21.32  C130 1.090
147 H 8.88 -12.72 22.03  C131 1.090
148 H 10.06 -12.25 20.81  C131 1.090
149 H 9.28 -13.74 20.77  C131 1.090
150 H 6.19 -13.96 19.05  O128 0.960
151 C -0.07 -14.81 22.61  C152 1.584, H162 1.090, H163 1.090, H164 1.090
152 C 0.23 -16.37 22.55  C151 1.584, C153 1.505, N157 1.493, C161 1.536
153 C 0.03 -16.91 23.94  C152 1.505, C154 1.520, H165 1.090, H166 1.090
154 C -1.43 -17.10 24.28  C153 1.520, C155 1.481, H167 1.090, H168 1.090
155 C -2.11 -18.03 23.35  C154 1.481, C156 1.528, H169 1.090, H170 1.090
156 C -1.98 -17.59 21.89  C155 1.528, N157 1.485, C159 1.544, C160 1.564
157 N -0.58 -17.19 21.61  C152 1.493, C156 1.485, O158 1.362
158 O -0.33 -16.89 20.31  N157 1.362, H180 0.960
159 C -2.37 -18.87 21.12  C156 1.544, H171 1.090, H172 1.090, H173 1.090
160 C -3.02 -16.45 21.61  C156 1.564, H174 1.090, H175 1.090, H176 1.090
161 C 1.73 -16.64 22.31  C152 1.536, H177 1.090, H178 1.090, H179 1.090
162 H -1.12 -14.50 22.68  C151 1.090
163 H 0.36 -14.29 21.76  C151 1.090
164 H 0.35 -14.34 23.50  C151 1.090
165 H 0.35 -17.95 23.88  C153 1.090
166 H 0.50 -16.32 24.74  C153 1.090
167 H -1.88 -16.13 24.50  C154 1.090
168 H -1.34 -17.54 25.28  C154 1.090
169 H -3.16 -17.99 23.62  C155 1.090
170 H -1.67 -19.02 23.50  C155 1.090
171 H -3.38 -19.17 21.42  C159 1.090
172 H -2.58 -18.70 20.06  C159 1.090
173 H -1.72 -19.74 21.17  C159 1.090
174 H -2.94 -15.66 22.36  C160 1.090
175 H -2.77 -16.06 20.62  C160 1.090
176 H -4.03 -16.86 21.67  C160 1.090
177 H 2.05 -16.57 21.27  C161 1.090
178 H 2.11 -17.61 22.59  C161 1.090
179 H 2.28 -15.87 22.85  C161 1.090
180 H -0.70 -16.01 20.20  O158 0.960
181 O 6.73 -21.65 22.76  H182 0.957, H183 0.957
182 H 6.73 -20.80 23.20  O181 0.957
183 H 6.59 -21.43 21.83  O181 0.957
184 O 0.69 -19.82 20.15  H185 0.957, H186 0.957
185 H 0.68 -20.18 21.04  O184 0.957
186 H 0.18 -19.01 20.22  O184 0.957
187 O 1.20 -20.22 14.39  H188 0.957, H189 0.957
188 H 1.96 -19.67 14.61  O187 0.957
189 H 0.95 -20.63 15.21  O187 0.957
190 O 9.08 -22.94 19.98  H191 0.957, H192 0.957
191 H 8.88 -22.25 19.34  O190 0.957
192 H 9.15 -23.74 19.47  O190 0.957
193 O 3.32 -18.61 14.74  H194 0.957, H195 0.957
194 H 4.05 -18.37 15.31  O193 0.957
195 H 3.63 -18.38 13.86  O193 0.957
196 O 1.00 -21.31 17.94  H197 0.957, H198 0.957
197 H 0.19 -21.04 17.49  O196 0.957
198 H 0.92 -20.94 18.82  O196 0.957

Mulliken population analysis, charges in e, atoms 1 to 4:
1 C 0.32
2 O -0.56
3 H -0.39
4 H 0.34